A molecular structure, C54H46CrF15GeNO2P2S, computed with ωB97M-V/def2-TZVPD.

```
123
Properties=species:S:1:pos:R:3:mulliken_charge:R:1
Cr 0.2404 -0.2561 -0.0083 -1.725
O -2.0798 -1.7921 1.2166 -0.734
N -1.8030 -1.0842 0.0614 1.881
C -2.8469 -1.0016 -0.6563 -1.688
C -3.0436 -0.3042 -1.9495 1.091
C -4.3391 -0.4620 -2.4478 -0.842
C -4.7521 0.1532 -3.6159 -0.938
C -3.8660 0.9670 -4.3037 -0.735
C -2.5784 1.1328 -3.8196 -0.565
C -2.1380 0.4995 -2.6572 0.051
P -0.3871 0.7794 -2.1740 3.049
C -0.2832 2.6073 -2.2246 0.834
C 0.2995 3.3274 -3.2649 -0.194
C 0.2732 4.7184 -3.2522 -0.983
C -0.3397 5.4015 -2.2108 -0.779
C -0.9447 4.6895 -1.1838 -0.603
C -0.9176 3.3045 -1.1968 0.100
C 0.5322 0.2330 -3.6589 1.435
C -0.0354 -0.6501 -4.5745 -0.935
C 0.6930 -1.1143 -5.6625 -0.820
C 1.9954 -0.6831 -5.8657 -0.806
C 2.5613 0.2278 -4.9823 -0.886
C 1.8382 0.6816 -3.8903 -0.407
H -1.2122 -1.8039 1.7043 -0.535
H -3.7294 -1.4907 -0.2523 0.396
H -5.0384 -1.0764 -1.8920 0.497
H -5.7623 0.0067 -3.9779 0.429
H -4.1725 1.4715 -5.2116 0.455
H -1.8953 1.7782 -4.3599 0.494
H 0.7760 2.8197 -4.0935 0.578
H 0.7335 5.2667 -4.0650 0.451
H -0.3554 6.4844 -2.2067 0.433
H -1.4415 5.2068 -0.3698 0.444
H -1.4112 2.7617 -0.4129 -1.105
H -1.0597 -0.9810 -4.4577 0.356
H 0.2313 -1.8053 -6.3573 0.470
H 2.5606 -1.0396 -6.7176 0.427
H 3.5694 0.5904 -5.1414 0.454
H 2.3005 1.4041 -3.2339 0.192
C -0.4863 -3.1427 -2.1163 -1.301
P 0.8557 -2.4252 -1.1053 2.306
C 2.3241 -2.4448 -2.1768 -1.141
C 1.1945 -3.8426 -0.0170 -1.586
H -0.1029 -3.9734 -2.7111 0.510
H -0.9402 -2.4124 -2.7789 0.116
H -1.2573 -3.5179 -1.4408 0.382
H 2.3923 -3.4130 -2.6752 0.569
H 3.2097 -2.3021 -1.5548 0.376
H 2.2951 -1.6525 -2.9213 0.096
H 1.3605 -4.7219 -0.6438 0.597
H 0.3467 -4.0156 0.6469 0.353
H 2.0720 -3.6452 0.5970 0.355
C 3.1320 1.5561 1.7689 -1.176
C 2.6136 1.8404 0.3683 2.017
C 3.7212 2.5166 -0.4441 -1.803
C 2.1244 0.5828 -0.3729 -0.738
H 3.4831 2.4728 2.2549 0.435
H 3.9785 0.8642 1.7092 0.568
H 2.3884 1.0812 2.4048 -0.799
H 1.7882 2.5642 0.4251 -0.721
H 4.5486 1.8178 -0.6100 0.389
H 4.1221 3.3948 0.0735 0.455
H 3.3529 2.8442 -1.4218 0.316
H 2.8497 -0.2288 -0.2339 0.768
H 2.1683 0.8259 -1.4314 -0.222
F 0.7181 -1.6853 7.1527 -0.355
C -0.3623 -1.1061 6.6112 0.538
C -0.3991 -0.8382 5.2495 -0.232
C -1.5278 -0.1846 4.7934 -0.390
F -1.6805 0.1449 3.5028 0.014
C -2.5722 0.1664 5.6243 -0.078
F -3.6476 0.7887 5.1385 -0.313
C -2.5003 -0.1314 6.9688 0.687
F -3.4983 0.2003 7.7756 -0.301
C -1.3853 -0.7702 7.4733 0.143
F -1.3105 -1.0405 8.7709 -0.295
Ge 1.1200 -1.4373 4.1618 0.971
S 0.8153 -1.3853 2.0223 -0.126
C 1.3419 -3.3183 4.6178 -0.234
C 0.3485 -4.2088 4.2319 -0.086
F -0.7722 -3.7769 3.6317 -0.346
C 0.4424 -5.5682 4.4483 0.107
F -0.5250 -6.3949 4.0586 -0.299
C 1.5614 -6.0693 5.0846 0.782
F 1.6718 -7.3720 5.3030 -0.294
C 2.5619 -5.2146 5.5003 0.225
F 3.6285 -5.7022 6.1258 -0.286
C 2.4379 -3.8603 5.2664 0.332
F 3.4338 -3.0839 5.7115 -0.318
C 2.7193 -0.4235 4.6088 -1.128
C 2.7284 0.7495 5.3452 0.562
F 1.5986 1.2721 5.8448 -0.430
C 3.8896 1.4604 5.5833 0.289
F 3.8683 2.5907 6.2850 -0.339
C 5.0839 0.9912 5.0762 0.760
F 6.2045 1.6650 5.2936 -0.325
C 5.1152 -0.1768 4.3381 0.354
F 6.2695 -0.6146 3.8441 -0.339
C 3.9394 -0.8567 4.1132 0.719
F 4.0163 -1.9768 3.3841 -0.438
C -3.3539 6.6952 3.2432 -1.587
C -2.5883 5.4422 2.9177 0.728
C -3.1986 4.3856 2.2538 -1.161
C -2.5113 3.2266 1.9248 1.003
C -3.2825 2.1188 1.2431 -1.408
C -1.1499 3.1423 2.2922 0.883
C -0.3073 2.0264 1.9342 0.796
O -0.5243 1.2730 0.9860 0.886
C -0.5205 4.1845 3.0120 0.633
C 0.9284 4.1071 3.4473 -1.058
C -1.2511 5.3207 3.2943 -0.977
H -4.3958 6.6215 2.9361 0.387
H -2.9088 7.5557 2.7402 0.352
H -3.3237 6.8981 4.3146 0.377
H -4.2514 4.4577 1.9998 0.393
H -4.3257 2.1617 1.5585 0.633
H -2.8983 1.1314 1.4716 -0.099
H -3.2660 2.2413 0.1551 0.257
H 0.5977 1.8616 2.5185 -1.102
H 1.6083 4.0293 2.5945 0.122
H 1.1149 3.2472 4.0975 0.087
H 1.1977 5.0024 4.0054 0.504
H -0.7757 6.1346 3.8326 0.461
```

Energy above the lowest of the compared OMol25 structures with the same formula, charge and spin, eV: 0.0000
Highest occupied orbital energy (alpha / beta), eV: -11.0875 / -11.1086
Net charge: +1
Expectation value of S²: 3.843
Multiplicity: 4